{
  "formula": "C14H40ClN2O8",
  "method": "ωB97M-V/def2-TZVPD",
  "multiplicity": 1,
  "max_force_ev_per_a": 3.2,
  "total_charge": -1,
  "de_lowest_ev": 1.831,
  "lumo_energy_ev": 2.29,
  "elements": ["Cl", "C", "C", "C", "O", "C", "N", "H", "H", "H", "H", "H", "H", "H", "H", "H", "H", "H", "C", "C", "C", "O", "C", "N", "H", "H", "H", "H", "H", "H", "H", "H", "H", "H", "H", "C", "C", "O", "O", "H", "H", "H", "H", "H", "H", "C", "C", "O", "O", "H", "H", "H", "H", "H", "H", "C", "C", "O", "O", "H", "H", "H", "H", "H", "H"],
  "xyz": [[2.513, -0.050, -1.264], [-0.593, 3.293, 6.832], [-0.466, 3.544, 5.307], [0.195, 4.999, 5.091], [0.670, 5.166, 3.764], [-0.411, 5.511, 2.828], [0.444, 2.455, 4.771], [-1.394, 3.779, 7.389], [0.378, 3.455, 7.300], [-0.837, 2.242, 6.986], [-1.395, 3.331, 4.778], [1.085, 5.053, 5.718], [-0.518, 5.777, 5.363], [-1.175, 4.734, 2.846], [-0.006, 5.837, 1.870], [-0.892, 6.443, 3.122], [0.473, 2.522, 3.764], [-0.171, 1.655, 4.723], [-5.443, 2.299, -1.953], [-5.217, 2.159, -3.448], [-6.086, 3.206, -4.176], [-5.726, 4.584, -3.991], [-6.362, 5.454, -4.933], [-3.858, 2.441, -3.787], [-5.436, 3.320, -1.570], [-4.576, 1.760, -1.571], [-6.403, 1.914, -1.611], [-5.474, 1.150, -3.770], [-7.109, 3.128, -3.810], [-5.981, 2.934, -5.226], [-6.286, 5.219, -5.995], [-5.907, 6.443, -4.896], [-7.430, 5.507, -4.720], [-3.315, 2.126, -2.996], [-4.127, 3.378, -3.523], [-1.532, -5.706, -4.349], [-1.966, -4.907, -5.599], [-1.111, -3.788, -5.913], [-1.546, -5.044, -3.137], [-0.543, -6.147, -4.471], [-2.128, -6.592, -4.131], [-2.968, -4.502, -5.455], [-2.147, -5.523, -6.480], [-1.300, -3.196, -5.182], [-0.778, -4.474, -3.056], [6.585, -0.948, 4.712], [6.379, -0.593, 6.173], [5.071, -0.337, 6.632], [6.298, 0.231, 3.920], [5.946, -1.804, 4.497], [7.584, -1.308, 4.467], [7.047, 0.157, 6.595], [6.655, -1.517, 6.681], [4.542, 0.180, 6.020], [5.415, 0.195, 3.546], [4.916, -6.990, -1.825], [5.378, -7.164, -3.231], [4.821, -8.344, -3.799], [5.447, -5.872, -1.185], [5.131, -7.858, -1.202], [3.842, -6.893, -1.987], [6.457, -7.254, -3.109], [5.088, -6.266, -3.775], [5.557, -8.956, -3.879], [4.694, -5.548, -0.686]],
  "forces_ev_per_a": [[-0.1, -0.1, 0.0], [-0.2, -0.7, -0.6], [1.4, 0.2, 0.4], [-0.5, -2.2, -0.8], [-1.3, 0.7, -1.0], [0.9, 0.5, 1.4], [-0.6, 0.5, 0.1], [0.1, 0.7, -0.3], [-0.1, 0.1, 0.1], [0.2, -0.2, -0.1], [-0.5, 1.1, 0.3], [-0.1, -0.1, 0.1], [-0.1, 0.1, 0.1], [0.2, -0.1, -0.6], [0.3, -1.1, -0.1], [-0.2, 0.1, 0.7], [0.8, 1.1, -0.5], [-0.1, -0.8, 1.0], [0.1, -0.5, 0.3], [-2.1, 0.0, 0.4], [-0.6, -0.5, -0.7], [0.5, -0.3, -0.6], [0.0, 0.0, 0.3], [-0.1, 0.9, 0.2], [0.4, 0.2, -0.4], [-0.4, -0.1, 1.0], [0.1, -0.5, 0.0], [-0.6, 0.0, -0.1], [-0.3, -0.4, -0.3], [-0.4, 0.3, -0.3], [0.3, -0.9, 0.0], [0.0, 0.0, 0.6], [-0.1, 0.2, 0.2], [0.6, -0.2, -0.1], [2.6, 1.7, -0.4], [0.5, -1.2, -0.9], [-0.6, 0.3, 0.4], [-0.4, -1.1, 0.4], [-0.3, 1.4, 0.9], [0.4, 0.2, -0.6], [-0.6, 0.0, -0.7], [-0.2, 0.1, 0.5], [0.9, -0.3, 0.0], [0.3, 0.5, -0.1], [0.1, 0.1, 0.0], [-1.0, 1.4, -0.1], [0.8, -1.2, 0.8], [-0.5, -0.2, -0.2], [0.3, -0.7, 0.1], [-0.4, 0.2, -0.3], [0.2, 0.4, 0.3], [0.2, 0.4, -0.6], [0.1, -0.2, 0.4], [0.3, 0.2, -0.3], [0.0, -0.2, -0.1], [-1.4, -0.8, 0.1], [1.2, 0.1, 0.5], [0.2, 0.2, 0.0], [-0.1, 0.7, 0.0], [-0.1, -0.5, -0.2], [-0.4, -0.1, 0.7], [0.3, 0.2, -0.9], [0.2, -0.2, -0.3], [-0.2, -0.2, -0.1], [0.4, 0.6, 0.2]]
}